{
  "formula": "C6H8N2O",
  "method": "the ωB97M-V functional and the def2-TZVPD basis",
  "elements": ["C", "C", "C", "C", "C", "C", "H", "H", "H", "H", "H", "H", "H", "H", "N", "N", "O"],
  "positions_angstrom": [[1.639589, -2.465639, 0.365609], [0.901802, -1.798461, -0.683218], [0.095858, -0.717201, -0.664052], [-0.708362, 0.086854, -1.650869], [-0.704636, 1.304764, 0.140283], [-0.014951, 0.125970, 0.592256], [1.054092, -3.329407, 0.680362], [1.538924, -1.879515, 1.309335], [2.708325, -2.777681, 0.175187], [1.008996, -2.170031, -1.768925], [-1.645466, -0.439345, -1.903863], [-0.143140, 0.160962, -2.577374], [-1.294172, 3.186219, 0.658127], [-0.213350, 2.656382, 2.062324], [-0.879933, 1.480985, -1.115400], [-0.891458, 2.312192, 0.974317], [0.266217, -0.147195, 1.719044]],
  "atomic_forces_ev_per_a": [[0.6, -0.1, 2.5], [-0.9, 1.0, -4.5], [0.8, 0.5, 2.6], [0.8, -0.3, -1.6], [1.1, 3.1, -0.4], [-0.7, -2.8, -1.4], [0.2, -0.6, -0.4], [0.7, -0.1, -0.7], [-1.3, 0.5, -0.1], [0.0, -0.1, 1.7], [0.1, 0.5, 0.2], [-0.1, 0.0, -0.3], [0.1, -0.5, -0.4], [-2.7, -2.4, -4.8], [-0.7, -2.8, -0.3], [1.6, 4.0, 6.5], [0.6, 0.1, 1.5]],
  "nbo_charge": [-0.693, -0.070, -0.153, -0.279, 0.258, 0.484, 0.241, 0.261, 0.234, 0.191, 0.209, 0.204, 0.398, 0.414, -0.400, -0.776, -0.521],
  "relative_energy_kj_mol": 265.9,
  "gap_ev": 9.01,
  "lumo_ev": -0.0742
}

{
  "formula": "C6H8N2O2",
  "method": "the ωB97M-V functional and the def2-TZVPD basis",
  "elements": ["H", "N", "C", "O", "C", "C", "C", "O", "C", "N", "C", "H", "H", "H", "H", "H", "H", "H"],
  "positions_angstrom": [[3.153829, 0.698520, -1.424769], [2.161108, 1.008304, -1.062221], [2.001885, -0.157854, -0.520150], [2.717556, -0.618902, 0.538145], [0.676025, -0.877408, -0.598292], [-0.255396, -0.420065, 0.518840], [-0.544845, 1.087264, 0.637352], [0.192436, 2.044138, 0.555519], [-2.024196, 0.884594, 0.494705], [-2.184992, 0.154193, -0.787326], [-1.775338, -0.593658, 0.384696], [3.126533, 0.095474, 1.039522], [0.847527, -1.959276, -0.510539], [0.225781, -0.661046, -1.572566], [0.093305, -0.759658, 1.506198], [-2.845513, 1.444262, 0.939629], [-3.185261, 0.027898, -0.939761], [-2.380449, -1.396782, 0.801022]],
  "atomic_forces_ev_per_a": [[-0.7, 2.2, 1.1], [2.7, -3.4, -2.1], [-2.6, 2.4, 1.6], [0.6, -1.2, -0.2], [-0.1, -0.6, -0.3], [0.1, 0.0, 0.7], [1.5, 1.4, -2.0], [-1.2, -0.9, 1.1], [-0.6, 0.0, 0.8], [0.1, 0.1, -0.4], [-0.4, -0.5, 0.4], [0.2, 0.3, -0.6], [-0.1, 0.2, 0.0], [0.1, 0.0, 0.3], [-0.1, -0.1, -0.2], [0.2, -0.2, -0.1], [0.1, 0.0, 0.1], [0.2, 0.2, -0.2]],
  "nbo_charge": [0.356, -0.733, 0.613, -0.713, -0.500, -0.323, 0.591, -0.478, -0.210, -0.570, -0.062, 0.505, 0.228, 0.250, 0.239, 0.226, 0.367, 0.215],
  "relative_energy_kj_mol": 436.3,
  "gap_ev": 9.50,
  "smiles": "[H]/N=C(\\O)C[C@H]1C(=O)[C@H]2N[C@H]21",
  "lumo_ev": 0.6552
}